{"formula": "C4H9FO2", "method": "ωB97M-V with the def2-TZVPD basis set", "energy_ev": -11105.3081, "fmax_ev_per_a": 3.06, "smiles": "OCC[C@H](F)CO", "charge": 0, "homo_ev": -10.42, "molar_mass_g_mol": 108.1, "e_above_lowest_kj_mol": 67.7, "multiplicity": 1, "symbols": ["C", "C", "C", "C", "H", "H", "H", "H", "H", "H", "H", "H", "H", "O", "O", "F"], "xyz": [[1.555, -0.633, 0.106], [0.207, -0.878, -0.470], [-0.974, -0.465, 0.332], [-0.894, 0.958, 0.677], [1.238, 1.178, -0.458], [1.536, -0.498, 1.202], [2.235, -1.467, -0.217], [-0.055, -1.914, -0.656], [0.213, -0.470, -1.512], [-1.202, -1.112, 1.182], [-0.098, 1.182, 1.335], [-1.819, 1.319, 1.096], [-1.078, 1.047, -1.226], [2.041, 0.691, -0.301], [-0.753, 1.695, -0.620], [-2.153, -0.633, -0.470]], "forces_ev_per_a": [[1.2, 1.0, 0.6], [-0.9, -1.6, -1.8], [-1.2, -0.1, 0.1], [-1.5, 1.8, -1.9], [-0.5, 0.8, -0.4], [0.0, -1.0, -0.2], [-0.3, 1.2, 0.4], [0.8, -0.6, 0.0], [-0.2, 0.0, 0.8], [0.6, 0.1, 0.2], [1.1, 0.3, 0.5], [-0.3, 0.0, 0.4], [-0.6, -0.2, -1.1], [0.4, -1.7, -0.1], [0.8, -0.1, 2.4], [0.6, 0.1, 0.0]]}